Record 1
Molecular formula: C5H7N3O
Method: DFT, the ωB97M-V functional and the def2-TZVPD basis

Results
LUMO level = 0.14 eV
SMILES = Cc1ncc(C#N)[nH]1.O
Orbital gap = 9.136 eV

Last column: Löwdin charge in e.
Cartesian coordinates (Å):
C  0.136  -1.769  1.443  0.00
C  0.491  -0.870  0.312  -0.37
N  -0.080  -0.885  -0.895  0.08
C  0.698  -0.038  -1.638  -0.06
C  1.126  0.953  -0.760  -0.26
C  0.724  2.331  -0.788  -0.16
N  0.208  3.322  -0.430  0.14
N  1.247  0.244  0.430  0.13
H  0.608  -1.442  2.377  0.08
H  -0.951  -1.783  1.592  0.09
H  0.476  -2.791  1.227  0.09
H  0.630  0.024  -2.721  0.12
H  1.550  0.650  1.308  0.17
O  -2.566  0.692  -0.721  -0.12
H  -1.894  -0.022  -0.754  -0.01
H  -2.403  1.384  0.018  0.08

Record 2
Molecular formula: C5H7N3O
Method: DFT, the ωB97M-V functional and the def2-TZVPD basis

Results
LUMO level = 0.58 eV
SMILES = [H]/N=C(/O)c1cc[nH]c1N
Orbital gap = 8.325 eV

Last column: Löwdin charge in e.
Cartesian coordinates (Å):
H  1.738  -1.722  -0.543  0.03
N  2.378  -0.970  -0.300  0.14
C  1.753  0.078  0.107  -0.47
O  2.488  1.192  0.280  0.03
C  0.322  0.340  0.095  -0.13
C  -0.329  1.618  -0.040  -0.04
C  -1.677  1.394  -0.033  -0.12
N  -1.879  0.028  0.066  0.07
C  -0.690  -0.624  0.110  -0.32
N  -0.606  -2.004  0.095  0.12
H  2.982  1.312  -0.569  0.14
H  0.161  2.580  -0.163  0.11
H  -2.519  2.072  -0.132  0.11
H  -2.784  -0.424  0.081  0.16
H  0.140  -2.386  0.667  0.10
H  -1.478  -2.485  0.280  0.09

Record 3
Molecular formula: C5H7N3O
Method: DFT, the ωB97M-V functional and the def2-TZVPD basis

Results
LUMO level = 0.71 eV
SMILES = [H]/N=C\Nc1[nH]ccc1O
Orbital gap = 8.206 eV

Last column: Löwdin charge in e.
Cartesian coordinates (Å):
H  0.581  -3.532  -0.351  0.07
N  0.364  -3.313  -1.401  0.04
C  0.126  -2.048  -1.343  -0.36
N  0.087  -1.391  -0.172  0.03
C  0.108  0.017  -0.048  -0.21
N  -0.014  1.000  -1.024  0.03
C  -0.219  2.211  -0.482  -0.21
C  -0.280  2.058  0.897  -0.06
C  -0.074  0.642  1.264  -0.21
O  -0.326  -0.171  2.377  0.04
H  -0.300  -1.343  -2.242  0.16
H  0.563  -1.716  0.753  0.19
H  -0.179  1.076  -2.036  0.16
H  0.275  3.152  -0.929  0.14
H  -0.292  2.947  1.655  0.12
H  -0.421  0.413  3.081  0.06

Record 4
Molecular formula: C5H7N3O
Method: DFT, the ωB97M-V functional and the def2-TZVPD basis

Results
LUMO level = 0.66 eV
Orbital gap = 8.392 eV

Last column: Löwdin charge in e.
Cartesian coordinates (Å):
C  -1.224  -2.319  0.556  -0.13
C  -1.717  -0.866  0.362  -0.04
C  -0.820  0.218  0.112  -0.28
C  -0.235  2.113  -0.363  -0.23
C  1.245  -0.867  0.077  -0.26
H  -1.973  -2.977  0.409  0.02
H  -0.884  -2.696  1.578  0.11
H  -0.454  -2.532  -0.173  0.05
H  -2.579  -0.480  0.776  0.05
H  -0.208  3.273  -0.460  0.16
H  1.820  1.505  -0.829  0.20
H  0.686  -1.625  0.722  0.13
N  -1.152  1.599  0.362  0.15
N  0.761  1.362  -0.803  0.09
N  0.461  0.116  -0.381  -0.05
O  2.451  -0.708  -0.092  0.02